1.
Density functional theory data (the ωB97M-V functional and the def2-TZVPD basis) for a structure of composition C27H27F6N6O5RhS2Te.

Structure (XYZ):
```
75
Properties=species:S:1:pos:R:3:lowdin_charge:R:1
Rh -2.7444 -1.1987 -0.3645 1.158
F -3.3174 0.5691 4.2581 0.159
C -2.6131 -0.5548 4.3478 -0.694
F -1.4226 -0.2962 4.8573 0.172
F -3.2523 -1.4286 5.1072 0.170
S -2.3981 -1.1870 2.6416 0.617
O -1.4511 -0.2420 2.0886 -0.360
O -3.7093 -1.2034 1.9814 -0.350
N -1.8461 -2.6246 2.8767 -0.272
S -1.0336 -3.3851 1.7575 0.624
O -1.3779 -4.7615 1.6881 -0.220
O -0.9558 -2.6253 0.4990 -0.443
C 0.7028 -3.3037 2.3800 -0.676
F 0.9566 -2.0854 2.8601 0.132
F 0.8853 -4.2027 3.3241 0.181
F 1.5348 -3.5362 1.3648 0.143
N -8.1774 -2.4535 0.6220 0.192
C -6.9079 -2.0902 0.4236 -0.466
N -6.4715 -0.9521 0.9726 0.213
N -6.1812 -2.8924 -0.3326 0.147
C -4.9824 -2.7120 -0.7356 -0.322
N -3.9107 -2.6920 -1.2166 0.029
H -8.8023 -1.9325 1.2093 0.121
H -8.5044 -3.2963 0.1828 0.127
H -7.0475 -0.4394 1.6173 0.126
H -5.4855 -0.7384 0.9838 0.067
C 3.8623 1.3768 -5.5619 -0.034
C 3.1053 1.0676 -4.2992 -0.241
C 2.1996 0.0162 -4.2434 -0.001
C 1.5094 -0.3029 -3.0809 -0.295
C 0.5822 -1.4961 -3.1291 -0.059
C 1.7467 0.4829 -1.9504 -0.346
Te 0.8045 -0.0486 -0.1608 1.902
N -1.1545 0.2604 -0.8592 -0.276
C -1.9625 1.2466 -0.4114 -0.613
O -3.2017 1.0029 -0.4212 -0.066
C -1.4749 2.6034 -0.0228 -0.168
C -2.0319 3.6951 -0.6834 -0.011
C -1.6162 4.9798 -0.3726 -0.057
C -0.6708 5.1850 0.6240 -0.066
C -0.1429 4.1015 1.3111 -0.067
C -0.5428 2.8118 0.9882 -0.082
C 2.7622 -0.3250 1.0233 -0.315
C 2.8394 0.4639 2.1554 -0.137
C 4.0140 0.4216 2.8932 -0.063
C 5.0463 -0.4113 2.4791 -0.053
C 4.9098 -1.2007 1.3464 -0.024
C 3.7385 -1.2001 0.5842 -0.293
C 3.6083 -2.1106 -0.6105 -0.040
C 2.6242 1.5683 -1.9700 -0.280
C 2.8746 2.4780 -0.7894 -0.046
C 3.2963 1.8333 -3.1552 -0.001
H 3.7285 0.5960 -6.3084 0.080
H 4.9285 1.4804 -5.3581 0.087
H 3.5215 2.3195 -5.9938 0.091
H 2.0361 -0.5912 -5.1276 0.128
H 1.0656 -2.3277 -3.6412 0.094
H -0.3290 -1.2490 -3.6765 0.095
H 0.2720 -1.8586 -2.1469 0.026
H -2.7816 3.5284 -1.4466 0.125
H -2.0386 5.8242 -0.9010 0.112
H -0.3632 6.1907 0.8798 0.110
H 0.5665 4.2603 2.1127 0.111
H -0.1828 1.9781 1.5825 0.064
H 2.0210 1.1058 2.4608 0.100
H 4.1117 1.0259 3.7855 0.113
H 5.9607 -0.4607 3.0558 0.114
H 5.7195 -1.8555 1.0441 0.124
H 4.0918 -3.0652 -0.4086 0.093
H 4.0800 -1.6666 -1.4901 0.096
H 2.5663 -2.3166 -0.8572 0.049
H 2.1923 2.2986 0.0448 0.021
H 2.7402 3.5171 -1.0888 0.095
H 3.8932 2.3612 -0.4162 0.098
H 3.9876 2.6698 -3.1829 0.133
```

Computed properties:
Orbital gap (alpha / beta), eV: 9.29 / 6.27
Net charge: +1
Spin multiplicity: 6
Electronic energy, Ha: -3523.57822
ΔE to the lowest compared entry with this formula, charge and spin, kcal per mole: 11.4

=====

2.
Density functional theory data (the ωB97M-V functional and the def2-TZVPD basis) for a cluster of 9 separate species, C27H27F9O27 in total in a non-equilibrium geometry.

Structure (XYZ):
```
90
Properties=species:S:1:pos:R:3:lowdin_charge:R:1
O 17.1637 23.9831 -13.0209 0.164
C 16.5138 23.0752 -13.4786 -0.530
O 17.0435 22.1274 -14.2004 0.116
C 16.2552 21.0509 -14.4062 -0.117
C 14.9640 21.5795 -14.1195 -0.404
F 14.1896 20.6480 -13.6573 0.137
O 15.2483 22.6175 -13.1615 0.139
H 16.1508 20.7099 -15.4362 0.157
H 16.4863 20.1881 -13.7815 0.166
H 14.4610 22.0140 -14.9834 0.157
O 15.4659 16.1333 -13.8203 0.155
C 14.5460 16.4059 -14.5650 -0.533
O 14.3824 17.5589 -15.2383 0.060
C 13.4854 17.3739 -16.3856 -0.009
C 12.7314 16.1960 -15.8520 -0.366
F 12.1844 15.3505 -16.7291 0.109
O 13.5512 15.5866 -14.9294 0.170
H 12.9367 18.3012 -16.5500 0.120
H 13.9495 17.3035 -17.3694 0.145
H 11.8750 16.6864 -15.3894 0.161
O 7.4699 13.3799 -18.9835 0.133
C 8.3358 14.1659 -19.3433 -0.515
O 9.4152 14.4923 -18.5485 0.068
C 9.9043 15.7037 -18.9055 -0.152
C 9.4526 15.8669 -20.3401 -0.246
F 10.4537 15.4504 -21.1849 0.061
O 8.3292 14.9839 -20.3624 0.160
H 9.3935 16.4603 -18.3099 0.109
H 10.9529 15.9852 -18.8092 0.135
H 9.1972 16.9082 -20.5363 0.168
O 3.8158 17.7461 -18.0592 0.099
C 4.7924 18.4942 -17.7684 -0.506
O 5.5808 18.4757 -16.6454 0.017
C 6.2165 19.7766 -16.4830 -0.016
C 6.3599 20.2398 -18.0049 -0.157
F 7.6328 19.8634 -18.4488 0.043
O 5.3062 19.3824 -18.5851 0.121
H 5.5294 20.3452 -15.8565 0.137
H 7.2204 19.7842 -16.0585 0.117
H 6.2078 21.3099 -18.1462 0.153
O 9.2451 17.2854 -15.8407 0.131
C 8.1688 16.7194 -15.7384 -0.496
O 7.9042 15.6220 -16.4632 0.059
C 6.5986 15.0775 -16.0578 0.011
C 6.2953 15.8948 -14.7758 -0.272
F 6.6958 15.1759 -13.6582 0.040
O 7.1672 17.0004 -14.8323 0.111
H 5.9690 15.4365 -16.8719 0.138
H 6.5878 14.0074 -15.8506 0.149
H 5.2223 16.0812 -14.7300 0.169
O 10.5029 18.8385 -18.7763 0.073
C 10.6158 19.6417 -17.7672 -0.510
O 9.6495 19.9004 -16.7791 0.006
C 10.1936 20.7527 -15.8474 -0.073
C 11.3049 21.3667 -16.6243 -0.329
F 12.3611 21.7082 -15.9544 0.124
O 11.6121 20.3091 -17.5180 0.191
H 9.2802 21.2894 -15.5908 0.139
H 10.5368 20.2556 -14.9401 0.154
H 11.0347 22.2367 -17.2228 0.163
O 7.1525 23.0057 -16.3180 0.140
C 7.2583 23.9743 -15.5929 -0.506
O 7.2924 25.3017 -15.9525 0.072
C 7.6492 26.1470 -14.8427 -0.052
C 7.7140 25.1706 -13.7428 -0.280
F 6.6555 25.4163 -12.9114 0.063
O 7.4172 23.8546 -14.2682 0.150
H 8.5409 26.6438 -15.2251 0.130
H 6.9083 26.8513 -14.4643 0.149
H 8.6814 25.3029 -13.2584 0.167
O 10.8392 24.5586 -16.2707 0.155
C 11.2563 25.6134 -15.8246 -0.498
O 11.1428 26.0187 -14.5484 0.063
C 11.9982 27.1875 -14.4716 -0.014
C 11.8584 27.8055 -15.9061 -0.335
F 13.0050 28.3548 -16.3514 0.089
O 11.7774 26.6323 -16.5856 0.117
H 11.6081 27.9432 -13.7898 0.139
H 13.0316 26.8958 -14.2847 0.149
H 11.0153 28.4934 -15.9695 0.175
O 15.1180 23.9012 -22.0887 0.198
C 14.7669 24.1659 -20.9933 -0.508
O 14.3056 25.3819 -20.5509 0.077
C 13.9468 25.2552 -19.1720 -0.047
C 14.3119 23.7832 -18.8545 -0.356
F 13.5104 23.1506 -17.9990 0.087
O 14.5243 23.1430 -20.0857 0.141
H 14.4728 25.9144 -18.4813 0.138
H 12.8652 25.2866 -19.0407 0.134
H 15.2500 23.8539 -18.3040 0.160
```

Computed properties:
SMILES: O=C1OC[C@@H](F)O1.O=C1OC[C@@H](F)O1.O=C1OC[C@@H](F)O1.O=C1OC[C@@H](F)O1.O=C1OC[C@@H](F)O1.O=C1OC[C@@H](F)O1.O=C1OC[C@@H](F)O1.O=C1OC[C@@H](F)O1.O=C1OC[C@@H](F)O1
Orbital gap, eV: 10.04
Spin multiplicity: 1
Electronic energy, Ha: -3975.28507
ΔE to the lowest compared entry with this formula, charge and spin, kcal per mole: 143.7

=====

3.
Density functional theory data (the ωB97M-V functional and the def2-TZVPD basis) for the molecule C27H27N3O5S2 in a non-equilibrium geometry.

Structure (XYZ):
```
64
Properties=species:S:1:pos:R:3:lowdin_charge:R:1
C -3.1700 -4.9140 1.7730 -0.067
C -3.8170 -3.5681 1.4630 -0.268
N -3.9975 -3.3642 0.0440 -0.255
C -2.8474 -3.2975 -0.8261 -0.241
C -1.8191 -2.2289 -0.4523 -0.067
S -5.3614 -2.5638 -0.4448 0.666
O -6.4284 -2.9383 0.4319 -0.274
O -5.5057 -2.7625 -1.8555 -0.278
C -4.9824 -0.8254 -0.1678 -0.252
C -5.0674 -0.3051 1.1106 -0.034
C -4.6519 0.9939 1.3402 0.019
C -4.1511 1.7606 0.2884 -0.112
C -3.6131 3.1083 0.6039 -0.430
O -3.6781 3.6383 1.6809 0.141
O -2.9812 3.6490 -0.4606 -0.029
C -2.2131 4.8224 -0.2442 -0.047
C -0.7069 4.5241 -0.1382 -0.426
O 0.0817 5.3983 0.1270 0.092
N -0.4153 3.2219 -0.3782 0.149
C 0.8070 2.5530 -0.3079 -0.203
C 0.7960 1.1750 -0.5278 -0.012
C 1.9646 0.4497 -0.4635 -0.049
C 3.1737 1.0850 -0.1786 -0.227
C 4.4114 0.3485 -0.1008 -0.500
N 5.5561 0.8693 0.1486 0.112
C 6.5599 -0.0445 0.1682 -0.314
C 7.9075 0.2153 0.4106 -0.006
C 8.8005 -0.8308 0.3944 -0.048
C 8.3955 -2.1479 0.1418 -0.282
C 9.4138 -3.2462 0.1374 -0.054
C 7.0597 -2.4191 -0.1003 -0.059
C 6.1529 -1.3740 -0.0864 -0.464
S 4.4395 -1.4173 -0.3528 1.087
C 3.1774 2.4660 0.0381 0.001
C 2.0102 3.1960 -0.0246 0.011
C -4.1075 1.2362 -1.0035 0.004
C -4.5248 -0.0629 -1.2274 -0.052
H -3.7208 -5.7105 1.2811 0.085
H -2.1365 -4.9409 1.4373 0.067
H -3.1879 -5.0850 2.8459 0.077
H -3.2260 -2.7551 1.9088 0.117
H -4.8221 -3.5435 1.8855 0.106
H -2.3640 -4.2791 -0.8423 0.120
H -3.2520 -3.1046 -1.8205 0.108
H -1.0547 -2.1840 -1.2238 0.077
H -2.2893 -1.2516 -0.3669 0.055
H -1.3352 -2.4658 0.4921 0.072
H -5.4638 -0.9198 1.9026 0.118
H -4.6917 1.4315 2.3260 0.127
H -2.3820 5.4932 -1.0900 0.146
H -2.5305 5.3189 0.6792 0.138
H -1.2031 2.6340 -0.6246 0.134
H -0.1379 0.6748 -0.7466 0.103
H 1.9468 -0.6170 -0.6331 0.082
H 8.2232 1.2275 0.6057 0.113
H 9.8470 -0.6393 0.5815 0.112
H 10.1793 -3.0488 -0.6121 0.082
H 8.9529 -4.2061 -0.0800 0.073
H 9.9071 -3.3078 1.1067 0.082
H 6.7260 -3.4267 -0.2973 0.111
H 4.1158 2.9495 0.2567 0.115
H 2.0164 4.2595 0.1460 0.104
H -3.7485 1.8442 -1.8193 0.123
H -4.5043 -0.5051 -2.2110 0.119
```

Computed properties:
SMILES: CCN(CC)S(=O)(=O)c1ccc(C(=O)OCC(=O)Nc2ccc(-c3nc4ccc(C)cc4s3)cc2)cc1
Orbital gap, eV: 7.56
Spin multiplicity: 1
Electronic energy, Ha: -2381.97888
ΔE to the lowest compared entry with this formula, charge and spin, kcal per mole: 0.0